[1]
Computed, not measured: a structure of composition C20H31CaO8, with the ωB97M-V functional and the def2-TZVPD basis.

Cartesian coordinates (Å):
Ca  0.0027  0.2606  0.0216
C  -1.7845  2.7742  -1.1306
C  -0.3665  3.1658  -1.4824
O  0.5245  2.4758  -0.5905
C  1.5993  3.1991  0.0174
C  2.3258  2.2123  0.9136
O  1.3926  1.4753  1.7124
C  0.8495  2.1282  2.8535
C  -0.5848  2.5369  2.5979
O  -1.3714  1.5000  2.0017
C  -2.0311  0.5941  2.8904
C  -1.2014  -0.6257  3.2142
O  -0.6184  -1.1635  2.0321
C  -1.1550  -2.3936  1.5287
C  -2.3230  -2.1376  0.6132
O  -1.8445  -1.3032  -0.4493
C  -2.8552  -0.7567  -1.3197
C  -3.0934  0.6993  -0.9991
O  -1.8219  1.3446  -1.0928
H  -2.4781  3.1518  -1.8852
H  -2.0768  3.1620  -0.1501
H  -0.2354  4.2447  -1.3869
H  -0.1189  2.8617  -2.4986
H  1.1869  4.0430  0.5779
H  2.2808  3.5843  -0.7441
H  3.0527  2.7275  1.5432
H  2.8492  1.4613  0.3238
H  1.4310  3.0193  3.1086
H  0.9355  1.4365  3.6913
H  -0.6212  3.3631  1.8881
H  -1.0485  2.8783  3.5280
H  -2.9459  0.3030  2.3736
H  -2.3218  1.1072  3.8116
H  -1.8335  -1.3656  3.7127
H  -0.3808  -0.3886  3.8913
H  -1.4470  -3.0522  2.3483
H  -0.3386  -2.8685  0.9840
H  -3.1451  -1.6361  1.1340
H  -2.6987  -3.0796  0.2066
H  -3.7763  -1.3344  -1.2361
H  -2.4665  -0.8562  -2.3314
H  -3.4909  0.8382  0.0118
H  -3.7933  1.1358  -1.7152
C  1.4214  -0.9902  -4.1495
C  1.2196  -1.0711  -2.6613
O  0.5138  -0.1956  -2.1369
C  1.8963  -2.1122  -1.8895
C  2.4340  -3.2227  -2.5743
C  3.1405  -4.2016  -1.9261
C  3.3618  -4.0555  -0.5447
C  2.8806  -2.9749  0.1534
C  2.1118  -1.9740  -0.4895
O  1.6613  -0.9572  0.1839
H  0.9394  -0.0878  -4.5130
H  0.9776  -1.8541  -4.6501
H  2.4807  -0.9899  -4.4057
H  2.2699  -3.3110  -3.6412
H  3.5251  -5.0549  -2.4668
H  3.9364  -4.8113  -0.0211
H  3.0679  -2.8584  1.2131

The HOMO energy comes out at -0.3624 Ha. The gap between HOMO and LUMO is 0.2908 hartree. As for the energy above the lowest of the compared OMol25 structures with the same formula, charge and spin: 0.429 eV. As for the charge: +1. The LUMO energy is -1.948 eV.

Results of the Löwdin charge analysis, in e, for atoms 1 through 2: atom 1 (Ca): 1.503, atom 2 (C): -0.144


[2]
Computed, not measured: a structure of composition C19H18MnN5O5S3, with the ωB97M-V functional and the def2-TZVPD basis.

Cartesian coordinates (Å):
Mn  0.1829  -0.0645  1.2689
O  0.3701  1.7181  0.6941
N  1.4030  2.5168  0.8730
C  1.3713  3.7316  0.2853
C  2.4112  4.6094  0.4080
C  3.5186  4.2381  1.1742
C  3.5382  2.9990  1.7675
C  2.4798  2.0898  1.6074
S  2.5069  0.5046  2.2514
H  0.4806  3.9261  -0.2921
H  2.3592  5.5718  -0.0788
H  4.3560  4.9123  1.2943
H  4.3764  2.6748  2.3659
N  -0.4112  -2.7801  2.6370
C  -0.1493  -1.8515  1.9921
O  -3.1999  -1.3699  -8.6148
S  -2.4403  -0.5044  -7.7354
O  -3.2395  0.2309  -6.7744
O  -1.3904  0.2712  -8.3819
C  -1.3969  -1.6451  -6.7226
N  -0.9122  -2.7042  -7.3690
C  -0.1005  -3.4712  -6.6375
C  0.2246  -3.1822  -5.3303
C  -0.3217  -2.0328  -4.7535
N  -1.1538  -1.2747  -5.4846
C  -0.0639  -1.5976  -3.3907
C  -0.7696  -0.5121  -2.8579
C  -0.5781  -0.1485  -1.5488
N  0.2752  -0.7713  -0.7141
C  0.9839  -1.7771  -1.2350
C  0.8535  -2.2136  -2.5320
H  0.2960  -4.3471  -7.1397
H  0.8765  -3.8341  -4.7634
H  -1.4630  0.0155  -3.4996
H  -1.1253  0.6833  -1.1216
H  1.6787  -2.2522  -0.5527
H  1.4721  -3.0299  -2.8776
O  -0.7583  0.6256  3.2228
S  -0.2548  -0.0286  4.4774
C  -0.4960  1.2025  5.8108
C  -0.9417  0.3751  7.0042
C  -2.0783  -0.5039  6.4755
C  -1.6275  -1.0680  5.1270
H  -1.2714  1.8863  5.4644
H  0.4381  1.7421  5.9585
H  -1.2682  1.0005  7.8359
H  -0.1097  -0.2454  7.3484
H  -2.9699  0.1122  6.3463
H  -2.3235  -1.3005  7.1783
H  -2.3966  -1.0433  4.3586
H  -1.2413  -2.0839  5.1809

As for the expectation value of S²: 8.758. The HOMO energy (spin up / spin down) comes out at -0.1933 / -0.1959 Ha. The gap between HOMO and LUMO (spin up / spin down) is 0.2560 / 0.2558 hartree. As for the energy above the lowest of the compared OMol25 structures with the same formula, charge and spin: 0.775 eV. As for the multiplicity: 6. As for the charge: -1. The LUMO energy (spin up / spin down) is 1.705 / 1.628 eV.

Results of the Löwdin charge analysis, in e, for atoms 1 through 2: atom 1 (Mn): 0.577, atom 2 (O): -0.271


[3]
Computed, not measured: a cluster of 2 separate species, CH5N2O2 in total, with the ωB97M-V functional and the def2-TZVPD basis.

Cartesian coordinates (Å):
C  -1.5014  -0.4965  0.0222
N  2.0722  0.2011  0.2911
N  -0.6377  0.4269  -0.6970
O  -0.1268  1.3419  0.0431
O  1.5521  -0.8600  -0.3529
H  -1.3289  -1.4980  -0.3658
H  -1.3399  -0.4784  1.1066
H  -2.5433  -0.2159  -0.1820
H  1.2393  0.8229  0.5343
H  2.6145  0.7560  -0.3996

The HOMO energy (spin up / spin down) comes out at -0.0609 / -0.1070 Ha. The gap between HOMO and LUMO (spin up / spin down) is 0.2364 / 0.2831 hartree. As for the energy above the lowest of the compared OMol25 structures with the same formula, charge and spin: 6.739 eV. As for the charge: -1. The LUMO energy (spin up / spin down) is 4.777 / 4.793 eV.

Results of the Löwdin charge analysis, in e, for atoms 1 through 2: atom 1 (C): -0.205, atom 2 (N): -0.164


[4]
Computed, not measured: a structure of composition C23H23N6O3Pd, with the ωB97M-V functional and the def2-TZVPD basis.

Cartesian coordinates (Å):
Pd  -0.3473  0.2339  0.2454
O  -4.3961  -0.6458  1.2977
C  -3.3939  -0.1016  0.9095
N  -2.2341  -0.7895  0.5588
C  -2.3538  -2.1914  0.3729
C  -1.0232  -2.8507  0.1840
C  -0.9383  -4.2310  0.0651
C  0.3085  -4.8142  -0.0854
C  1.4356  -4.0036  -0.1024
C  1.2696  -2.6365  0.0117
N  0.0642  -2.0760  0.1408
C  -3.2713  1.3777  0.7345
C  -4.3590  2.1984  0.9847
C  -4.2089  3.5625  0.7743
C  -2.9907  4.0514  0.3291
C  -1.9415  3.1635  0.1215
N  -2.1000  1.8588  0.3146
H  -2.9972  -2.3985  -0.4991
H  -2.9177  -2.6309  1.2097
H  -1.8382  -4.8315  0.1039
H  0.4014  -5.8875  -0.1861
H  2.4259  -4.4234  -0.2057
H  2.1243  -1.9725  -0.0003
H  -5.2835  1.7546  1.3287
H  -5.0389  4.2323  0.9579
H  -2.8388  5.1051  0.1412
H  -0.9653  3.5084  -0.1924
N  -0.6714  0.3864  -2.0981
C  0.4846  -0.1737  -2.7139
C  0.4556  -0.8084  -3.9310
C  1.6539  -1.1920  -4.5579
C  2.8620  -0.9229  -3.9728
C  2.9211  -0.3269  -2.6903
C  4.1232  -0.0593  -2.0019
C  4.0813  0.4506  -0.7286
C  2.8359  0.6562  -0.1229
N  1.6963  0.4362  -0.7482
C  1.7116  -0.0046  -2.0335
H  -1.5260  0.0997  -2.5645
H  -0.6233  1.4014  -2.0934
H  -0.4861  -0.9741  -4.4426
H  1.6138  -1.6630  -5.5302
H  3.7887  -1.1731  -4.4736
H  5.0735  -0.2577  -2.4827
H  4.9851  0.6692  -0.1787
H  2.7718  1.0001  0.9003
N  1.2038  1.4943  4.7780
C  1.0302  2.4240  3.6190
C  0.6185  1.5922  2.3874
O  0.4467  0.3595  2.5597
O  0.4649  2.1570  1.2841
H  0.6009  1.7197  5.5690
H  2.1618  1.4542  5.1248
H  0.9330  0.5626  4.3852
H  1.9443  2.9753  3.4122
H  0.2527  3.1551  3.8305

As for the expectation value of S²: 6.030. The HOMO energy (spin up / spin down) comes out at -0.6225 / -0.6215 Ha. The gap between HOMO and LUMO (spin up / spin down) is 0.3048 / 0.1788 hartree. As for the multiplicity: 5. As for the charge: +3. The LUMO energy (spin up / spin down) is -8.645 / -12.045 eV.

Results of the Löwdin charge analysis, in e, for atoms 1 through 2: atom 1 (Pd): 1.211, atom 2 (O): 0.213


[5]
Computed, not measured: a cluster of 3 separate species, C30H61N3O12S2 in total, with the ωB97M-V functional and the def2-TZVPD basis.

Cartesian coordinates (Å):
C  2.9954  -0.9881  5.3922
C  1.4591  -0.8242  5.4237
C  0.8214  -1.5297  4.2283
O  -0.3904  -0.9046  3.8124
N  -0.3392  -0.5552  2.4167
C  -0.8922  -1.7326  1.7237
C  -1.2294  0.6452  2.3276
C  -2.7058  0.3187  2.1944
C  -3.5248  1.4902  2.6751
C  -3.6498  1.5948  4.1391
O  -4.7172  1.1619  3.3013
C  -0.6381  1.6360  1.2801
C  -1.5157  1.9241  0.0554
C  -1.4095  0.8283  -1.0239
C  -2.7277  0.3495  -1.6281
S  -3.5343  1.6559  -2.5190
O  -2.8299  1.9314  -3.7276
O  -3.7618  2.8290  -1.7285
O  -4.9586  1.0733  -2.9523
O  -0.4493  2.9001  1.9193
C  0.8443  3.2276  2.3410
C  1.6353  2.0578  2.9741
C  2.9178  2.4316  3.7038
O  3.9718  1.8563  3.4366
C  1.5889  4.0327  1.2787
C  2.1822  3.2394  0.0962
C  3.5783  2.6500  0.3767
C  4.5169  2.7307  -0.8298
C  5.9850  2.6803  -0.4231
C  6.3568  1.3867  0.2939
C  7.8397  1.2992  0.6056
O  8.1555  0.0154  1.1329
C  9.0640  -0.7240  0.3503
S  0.5351  4.4710  3.6980
C  -0.0736  3.5979  5.1295
O  1.7139  5.2507  3.9796
O  -0.5623  5.2902  3.2545
H  3.2788  -1.8766  4.8336
H  3.3882  -1.0069  6.4057
H  3.4432  -0.1300  4.8970
H  1.0511  -1.2204  6.3502
H  1.2310  0.2427  5.4179
H  0.5460  -2.5292  4.5806
H  1.5235  -1.6690  3.4092
H  -1.2783  -1.5027  0.7364
H  -0.0733  -2.4390  1.5801
H  -1.6202  -2.2272  2.3655
H  -1.1147  1.1225  3.2955
H  -3.0470  0.0773  1.1897
H  -3.0479  -0.4691  2.8649
H  -3.4625  2.4099  2.1172
H  -3.0836  0.7905  4.5922
H  -3.8318  2.5547  4.5922
H  0.2628  1.1759  0.8770
H  -1.0828  2.8257  -0.3741
H  -2.5332  2.1889  0.3138
H  -0.8268  1.2291  -1.8542
H  -0.8479  -0.0402  -0.6877
H  -3.4349  -0.0564  -0.9076
H  -2.4974  -0.4150  -2.3717
H  -5.6403  1.6281  -2.5484
H  1.9310  1.3700  2.1878
H  0.9525  1.5205  3.6309
H  2.9356  3.1795  4.5146
H  0.8808  4.7548  0.8730
H  2.3948  4.6306  1.7000
H  2.3442  3.9755  -0.6917
H  1.5014  2.4987  -0.3223
H  4.0407  3.2359  1.1716
H  3.5125  1.6206  0.7215
H  4.3437  1.8381  -1.4380
H  4.3447  3.6179  -1.4376
H  6.6104  2.7596  -1.3164
H  6.2494  3.5126  0.2340
H  5.8368  1.3555  1.2533
H  6.0806  0.4903  -0.2663
H  8.0919  2.0267  1.3833
H  8.4544  1.5425  -0.2644
H  8.9866  -0.4990  -0.7150
H  10.0988  -0.6058  0.6824
H  8.8131  -1.7801  0.4572
H  -0.0229  4.2466  5.9985
H  0.4321  2.6570  5.3301
H  -1.1205  3.3926  4.9214
C  -4.5398  -0.7750  -6.1814
N  -4.0760  -1.3879  -4.9499
C  -3.2055  -2.4119  -4.7889
C  -2.6192  -3.0377  -6.0305
O  -2.9150  -2.8019  -3.6632
H  -4.2758  0.2835  -6.1790
H  -5.6256  -0.8614  -6.2443
H  -4.0957  -1.2508  -7.0488
H  -4.4234  -1.0240  -4.0759
H  -1.9454  -3.8375  -5.7387
H  -3.4110  -3.4572  -6.6532
H  -2.0566  -2.2997  -6.6022
C  -5.3854  -6.7294  -4.5993
N  -4.6940  -6.3659  -5.8223
C  -4.3159  -7.1676  -6.8527
C  -4.6415  -8.6387  -6.7476
O  -3.7359  -6.6987  -7.8184
H  -6.3245  -6.1775  -4.5322
H  -4.7681  -6.4649  -3.7393
H  -5.5976  -7.7924  -4.5696
H  -4.4441  -5.4002  -5.9598
H  -4.2780  -9.1383  -7.6400
H  -4.1531  -9.0781  -5.8771
H  -5.7194  -8.7886  -6.6772

The HOMO energy comes out at -0.3452 Ha. The gap between HOMO and LUMO is 0.3536 hartree. The structure (SMILES) is CCCON(C)[C@H](C[C@@H]1CO1)[C@@H](CCCS(=O)(=O)O)O[C@@](CC=O)(CCCCCCCOC)S(C)(=O)=O.CNC(C)=O.CNC(C)=O. As for the charge: 0. The LUMO energy is 0.230 eV.

Results of the Löwdin charge analysis, in e, for atoms 1 through 2: atom 1 (C): -0.082, atom 2 (C): -0.212